Computed, not measured: C17H15N7O6Sc as an isolated structure, with ωB97M-V/def2-TZVPD.

Each line ends with the Löwdin charge.
CARTESIAN COORDINATES (ANGSTROEM)
C1 3.608 0.328 2.955  -0.006
C2 -2.237 2.224 0.831  -0.672
C3 1.393 1.456 -5.433  -0.476
H1 4.394 0.374 3.696  0.128
N1 0.994 2.803 -2.057  0.052
H2 -3.086 -0.574 -0.410  0.096
O1 -0.983 1.838 0.706  -0.148
N2 -0.503 -1.230 1.568  0.012
H3 -2.827 0.573 -1.554  0.128
C4 1.464 -0.400 2.241  -0.275
H4 -1.882 -1.539 3.858  0.119
O2 -2.635 3.234 1.340  0.112
C5 -3.293 -3.490 0.820  -0.053
H5 2.262 -0.881 4.153  0.131
O3 0.782 -1.308 -3.867  0.163
H6 -3.928 -2.924 4.103  0.117
H7 -1.633 -2.658 -0.276  0.113
C6 1.262 1.747 -3.966  -0.043
H8 -4.816 -4.167 2.168  0.116
H9 4.659 1.489 1.477  0.123
H10 -3.674 -4.052 -0.022  0.118
N3 1.591 0.213 1.053  0.046
C7 3.757 0.949 1.728  -0.011
N4 -3.146 1.276 0.320  0.020
C8 -2.283 -2.094 3.022  -0.001
C9 -3.424 -2.866 3.149  -0.047
H11 2.802 1.348 -0.160  0.113
C10 2.435 -0.365 3.220  0.038
C11 -3.926 -3.562 2.055  -0.047
H12 3.299 1.546 -5.232  0.123
N5 0.653 1.533 -1.815  0.001
H13 0.875 3.502 -1.339  0.180
O4 2.640 1.479 -5.933  0.149
Sc1 -0.301 0.249 -0.224  1.082
C12 -1.667 -2.018 1.778  -0.252
H14 1.633 3.944 -3.725  0.151
H15 -4.067 1.640 0.125  0.151
O5 -0.099 -0.926 -1.822  -0.145
C13 0.809 0.880 -2.967  -0.118
O6 0.440 1.255 -6.116  0.175
N6 -2.631 0.318 -0.586  0.010
C14 -2.162 -2.703 0.671  -0.042
N7 0.298 -1.167 2.511  0.151
C15 1.359 2.975 -3.340  0.032
C16 0.491 -0.591 -2.955  -0.532
C17 2.723 0.871 0.808  -0.080

As for the LUMO energy: -5.0 eV. The HOMO-LUMO gap comes out at 7.73 eV. The total charge is +1. As for the spin multiplicity: 1. Its HOMO energy is -0.4665 Ha. The value obtained for the molar mass is 458.306 g/mol. The calculation puts the largest force on an atom at 0.003 hartree/bohr. Its energy above the lowest of the compared OMol25 structures with the same formula, charge and spin is 0.0 kcal/mol. The calculated total energy is -61287.3009 eV.

***

Computed, not measured: one molecule with the formula C4H7NO, with ωB97M-V/def2-TZVPD.

Each line ends with the Löwdin charge.
CARTESIAN COORDINATES (ANGSTROEM)
H1 -0.779 -1.057 -1.013  0.127
H2 4.154 -0.098 -0.756  0.021
C1 1.266 0.909 0.468  -0.132
H3 1.350 1.623 1.324  0.128
C2 -0.962 -0.255 -0.222  -0.266
C3 3.305 -0.396 -0.300  -0.025
H4 -2.941 -0.510 -0.514  0.069
O1 -0.059 0.351 0.471  -0.055
H5 2.952 -1.417 -0.271  0.065
H6 -2.692 1.012 0.561  0.115
N1 2.434 0.483 0.025  -0.026
C4 -2.298 0.390 -0.382  -0.114
H7 -2.222 1.173 -1.215  0.092

As for the LUMO energy (alpha / beta): 0.8 / 0.1 eV. The HOMO-LUMO gap (alpha / beta) comes out at 8.00 / 7.12 eV. As for the spin multiplicity: 1. Its HOMO energy (alpha / beta) is -0.2643 / -0.2579 Ha. The value obtained for the molar mass is 85.106 g/mol. The calculation puts the largest force on an atom at 0.090 hartree/bohr. Its energy above the lowest of the compared OMol25 structures with the same formula, charge and spin is 144.2 kcal/mol. The calculated total energy is -7793.3894 eV.

***

Computed, not measured: C12H17BN6NiO2 as an isolated structure, with ωB97M-V/def2-TZVPD.

Each line ends with the Löwdin charge.
CARTESIAN COORDINATES (ANGSTROEM)
H1 1.148 2.370 -2.044  0.014
H2 3.359 -1.348 -2.086  0.105
C1 -2.707 0.089 -1.047  -0.059
N1 -0.624 0.634 -1.585  -0.019
C2 -2.768 1.222 -1.843  -0.065
Ni1 1.267 0.572 -1.796  0.356
H3 -2.300 -2.617 2.213  0.109
N2 -1.001 -1.184 1.405  0.014
H4 0.164 2.969 2.639  0.087
H5 -3.654 1.731 -2.164  0.090
B1 -0.915 -1.518 -0.111  -0.495
H6 2.615 0.562 -1.894  0.072
N3 -0.518 0.067 1.825  -0.017
N4 1.376 -1.071 -1.317  -0.095
H7 -1.074 2.371 -2.758  0.105
H8 -1.659 -2.425 -0.362  0.117
H9 3.066 -3.879 -1.114  0.093
O1 1.710 -0.619 1.557  0.130
C3 -1.809 -1.665 2.353  -0.115
O2 1.237 1.566 1.527  -0.020
C4 0.892 0.274 1.619  -0.490
N5 0.501 -1.906 -0.617  0.020
H10 2.707 2.319 -2.903  0.034
C5 2.346 -3.081 -1.077  -0.054
H11 0.549 -3.914 0.007  0.130
H12 -3.487 -0.514 -0.617  0.127
C6 2.511 -1.797 -1.582  -0.102
C7 2.200 2.062 -1.980  -0.119
C8 -1.029 0.277 3.113  -0.097
H13 -0.763 2.271 1.263  0.092
H14 0.595 3.394 0.949  0.087
C9 1.083 -3.118 -0.492  -0.054
H15 2.668 2.494 -1.102  0.045
C10 -1.852 -0.776 3.438  -0.076
H16 -2.406 -0.901 4.351  0.092
H17 -0.783 1.177 3.651  0.097
N6 -1.414 -0.249 -0.870  0.012
C11 -1.454 1.555 -2.157  -0.113
C12 0.224 2.606 1.606  -0.040

As for the LUMO energy (alpha / beta): 0.6 / 0.2 eV. The HOMO-LUMO gap (alpha / beta) comes out at 5.32 / 8.98 eV. As for the spin multiplicity: 3. Its HOMO energy (alpha / beta) is -0.1751 / -0.3222 Ha. As for the expectation value of S²: 2.024. The value obtained for the molar mass is 346.813 g/mol. The calculation puts the largest force on an atom at 0.121 hartree/bohr. Its energy above the lowest of the compared OMol25 structures with the same formula, charge and spin is 136.4 kcal/mol. The calculated total energy is -67471.2044 eV.

***

Computed, not measured: C39H30Cl3F10GaN3O5P as an isolated structure, with ωB97M-V/def2-TZVPD.

Each line ends with the Löwdin charge.
CARTESIAN COORDINATES (ANGSTROEM)
P1 -0.405 -1.484 -2.975  1.136
C1 0.386 0.873 -6.153  0.029
C2 -0.923 -3.198 1.022  -0.529
Cl1 5.837 -4.356 -1.761  0.639
C3 2.564 0.332 -5.139  0.052
H1 1.710 5.043 3.517  0.128
C4 2.404 1.798 -7.214  -0.599
Cl2 3.774 -3.662 -3.688  0.646
F1 1.807 1.550 -8.391  0.151
H2 -0.477 4.825 4.771  0.148
C5 -2.733 1.385 -0.288  -0.113
C6 1.499 2.371 2.525  -0.178
C7 -0.222 0.112 -5.181  -0.064
C8 3.452 -3.355 -0.923  -0.681
H3 -1.280 -0.076 -5.277  0.117
C9 2.048 5.604 5.516  -0.080
H4 2.339 4.214 7.048  0.203
H5 -1.344 -0.232 5.734  0.126
C10 -3.551 -3.239 -4.892  0.007
O1 1.075 -0.922 0.123  -0.011
C11 -2.478 -0.778 -1.284  -0.074
C12 -1.435 -0.291 -2.042  -0.345
C13 1.887 -0.411 -4.167  -0.083
H6 -0.778 3.193 5.386  0.128
H7 -1.291 -5.716 -5.408  0.145
H8 2.469 -0.862 -3.374  0.059
H9 -0.344 5.210 7.190  0.147
C14 -1.699 -4.770 -5.026  0.018
F2 -3.822 3.409 0.231  0.160
H10 3.014 6.073 5.528  0.139
H11 -4.532 -2.998 -5.188  0.121
F3 -4.986 -4.833 -6.625  0.151
H12 0.091 -4.255 -4.005  0.118
N1 -0.468 -0.990 3.955  0.000
H13 1.251 -0.905 6.067  0.078
H14 -2.758 -1.826 -1.285  0.125
H15 0.600 -2.604 6.159  0.089
O2 -1.614 -3.983 1.588  0.143
Cl3 4.944 -1.553 -2.113  0.639
C15 -3.018 -4.412 -5.336  -0.087
C16 1.795 0.953 -6.154  -0.068
H16 1.805 1.341 0.704  0.156
Ga1 0.728 -2.388 -1.075  0.455
H17 3.635 0.341 -5.111  0.124
C17 0.469 -0.971 1.289  -0.212
H18 1.247 6.383 5.335  0.165
H19 -1.607 -1.917 5.413  0.135
H20 0.059 -1.307 7.280  0.082
F4 -4.129 -6.447 -5.388  0.169
F5 -2.308 2.760 1.598  0.119
C18 -0.929 -3.937 -4.237  -0.034
C19 1.383 1.268 1.712  0.113
H21 -1.327 2.904 -1.064  0.144
O3 2.207 -3.393 -1.430  -0.123
N2 1.684 4.989 6.830  0.068
C20 1.073 2.376 3.847  -0.119
C21 0.539 -0.537 -4.219  -0.345
C22 -0.818 -1.141 5.390  -0.158
C23 -0.374 -1.967 1.782  0.007
C24 -1.472 -2.686 -3.794  -0.310
F6 -3.202 -5.853 -7.222  0.154
O4 3.795 -3.314 0.247  0.088
H22 -3.987 -0.288 0.216  0.146
C25 0.702 0.139 2.168  -0.048
H23 0.191 1.223 5.353  0.116
C26 -0.715 -1.985 3.131  0.063
F7 3.733 1.638 -7.373  0.153
O5 -0.659 -3.278 -0.257  -0.004
H24 -0.249 1.412 -2.605  0.117
C27 -1.038 1.032 -1.970  -0.045
C28 0.502 1.194 4.323  0.060
C29 -0.048 3.999 5.380  -0.102
C30 -3.277 2.304 0.762  -0.575
C31 -2.804 -2.375 -4.132  -0.054
N3 1.199 3.470 4.760  -0.079
H25 -3.167 -1.422 -3.828  0.100
C32 -3.140 0.069 -0.402  0.025
C33 -3.854 -5.383 -6.147  -0.581
H26 1.785 5.677 7.574  0.191
C34 -1.690 1.865 -1.064  0.012
C35 2.072 4.574 4.419  -0.156
F8 -4.214 1.711 1.523  0.143
H27 -0.236 1.333 -6.910  0.138
C36 0.210 0.146 3.482  -0.102
F9 1.951 3.522 1.989  0.080
C37 0.383 -1.544 6.272  -0.039
C38 4.458 -3.266 -2.117  -1.480
F10 2.208 3.100 -6.982  0.160
C39 0.313 4.439 6.786  -0.094
H28 -1.177 -2.886 3.569  0.172
H29 3.071 4.186 4.218  0.147
H30 0.237 3.659 7.506  0.130

As for the LUMO energy: -5.7 eV. The HOMO-LUMO gap comes out at 8.34 eV. The total charge is +2. As for the spin multiplicity: 1. Its HOMO energy is -0.5148 Ha. The value obtained for the molar mass is 1017.721 g/mol. The calculation puts the largest force on an atom at 0.051 hartree/bohr. Its energy above the lowest of the compared OMol25 structures with the same formula, charge and spin is 0.0 kcal/mol. The calculated total energy is -182035.4679 eV.

***

Computed, not measured: a 2-piece molecular cluster, C4H11NO overall, with ωB97M-V/def2-TZVPD.

Each line ends with the Löwdin charge.
CARTESIAN COORDINATES (ANGSTROEM)
C1 -1.259 1.707 1.008  -0.175
H1 3.251 -1.727 -0.129  0.108
H2 0.289 0.283 -2.107  0.080
H3 -0.598 2.344 1.608  0.064
C2 1.987 -0.875 -1.423  -0.600
H4 -0.091 -0.925 -0.903  0.056
O1 2.864 -0.355 -2.084  0.039
H5 0.186 -1.450 -2.507  0.087
H6 1.589 -1.903 0.356  0.093
C3 0.529 -0.721 -1.773  -0.014
H7 -2.165 -0.243 1.049  0.053
H8 -2.016 2.457 0.746  0.062
C4 -1.958 0.574 1.738  -0.168
H9 -1.283 0.088 2.444  0.059
H10 -0.714 1.519 0.084  0.045
N1 2.267 -1.641 -0.333  0.149
H11 -2.880 0.868 2.227  0.062

As for the LUMO energy: 0.7 eV. The HOMO-LUMO gap comes out at 10.58 eV. As for the spin multiplicity: 1. Its HOMO energy is -0.3615 Ha. The value obtained for the molar mass is 89.138 g/mol. The calculation puts the largest force on an atom at 0.039 hartree/bohr. Its energy above the lowest of the compared OMol25 structures with the same formula, charge and spin is 7.1 kcal/mol. As for the SMILES: CC(N)=O.CC. The calculated total energy is -7864.2458 eV.